{"formula": "C32H40AuBN3O3STe", "method": "the ωB97M-V functional and the def2-TZVPD basis", "elements": ["Au", "S", "C", "C", "C", "C", "C", "C", "N", "C", "C", "C", "C", "C", "C", "C", "H", "H", "H", "H", "H", "H", "H", "H", "C", "Te", "C", "C", "C", "C", "C", "C", "C", "H", "H", "H", "H", "H", "H", "H", "H", "C", "N", "C", "C", "O", "N", "C", "C", "H", "H", "H", "H", "H", "H", "H", "H", "H", "H", "H", "H", "C", "C", "C", "O", "B", "O", "C", "C", "C", "H", "H", "H", "H", "H", "H", "H", "H", "H", "H", "H", "H"], "coordinates": [[-1.348, -0.038, 1.116], [-4.747, -3.206, 0.161], [-4.064, -2.953, -1.414], [-4.439, -3.524, -2.622], [-3.731, -3.170, -3.754], [-2.676, -2.255, -3.683], [-2.309, -1.685, -2.481], [-2.996, -2.043, -1.325], [-2.749, -1.598, -0.044], [-3.578, -2.099, 0.820], [-3.557, -1.716, 2.214], [-4.297, -2.385, 3.192], [-4.298, -1.928, 4.495], [-3.541, -0.817, 4.845], [-2.772, -0.173, 3.884], [-2.794, -0.609, 2.579], [-5.268, -4.218, -2.667], [-3.998, -3.603, -4.708], [-2.138, -1.989, -4.585], [-1.506, -0.961, -2.416], [-4.869, -3.259, 2.909], [-4.887, -2.437, 5.246], [-3.538, -0.459, 5.865], [-2.170, 0.679, 4.161], [1.030, -1.304, -4.260], [0.623, 0.521, -3.167], [-0.510, 1.044, -4.926], [-0.274, -0.015, -5.966], [-0.785, 0.142, -7.252], [-0.518, -0.803, -8.227], [0.230, -1.930, -7.913], [0.709, -2.108, -6.626], [0.475, -1.143, -5.648], [0.572, -2.149, -3.744], [2.107, -1.463, -4.287], [-0.182, 2.019, -5.284], [-1.568, 1.121, -4.674], [-1.384, 1.013, -7.486], [-0.892, -0.663, -9.233], [0.438, -2.673, -8.672], [1.273, -2.998, -6.376], [1.921, -1.839, 0.699], [2.641, -0.577, 0.655], [3.808, -0.518, 1.516], [2.051, 0.491, 0.068], [0.859, 0.427, -0.319], [2.777, 1.634, -0.095], [2.056, 2.840, -0.485], [4.162, 1.625, -0.551], [2.639, -2.653, 0.604], [1.211, -1.883, -0.122], [1.376, -1.953, 1.642], [3.565, -0.994, 2.468], [4.098, 0.510, 1.713], [4.653, -1.049, 1.074], [1.071, 2.839, -0.029], [1.949, 2.906, -1.571], [2.622, 3.701, -0.133], [4.565, 0.618, -0.577], [4.782, 2.250, 0.096], [4.209, 2.034, -1.563], [0.117, 1.371, 5.516], [1.050, 1.429, 4.311], [2.459, 1.071, 4.754], [0.582, 0.423, 3.370], [-0.062, 1.053, 2.352], [0.078, 2.397, 2.375], [0.936, 2.769, 3.492], [2.268, 3.242, 2.917], [0.280, 3.929, 4.225], [0.134, 0.361, 5.923], [-0.908, 1.599, 5.228], [0.439, 2.069, 6.287], [2.433, 0.125, 5.292], [2.856, 1.839, 5.417], [3.125, 0.962, 3.903], [2.705, 2.481, 2.273], [2.960, 3.488, 3.720], [2.093, 4.136, 2.321], [-0.756, 3.713, 4.476], [0.294, 4.802, 3.574], [0.828, 4.168, 5.136]], "forces_ev_per_a": [[0.0, -0.8, -0.2], [0.3, 0.3, 0.1], [0.2, 0.1, 0.2], [0.0, 0.0, -0.1], [-0.1, 0.0, 0.0], [0.0, 0.0, 0.0], [0.1, 0.1, 0.1], [-0.3, -0.5, -0.5], [0.4, 0.9, 0.6], [-0.4, -0.7, -0.6], [0.0, 0.2, 0.3], [0.0, 0.2, -0.3], [0.0, 0.0, 0.2], [-0.1, -0.1, -0.1], [0.1, 0.4, 0.0], [1.6, 0.2, -0.4], [0.0, 0.0, -0.1], [0.0, 0.0, 0.0], [0.0, 0.0, 0.0], [0.0, 0.0, 0.0], [-0.1, 0.0, 0.1], [0.0, 0.0, 0.0], [0.0, 0.0, 0.0], [-0.1, -0.1, 0.0], [0.2, 0.0, 0.3], [-0.2, -0.1, -1.0], [0.0, 0.3, 0.1], [0.1, 0.0, 0.0], [0.1, -0.1, 0.0], [-0.1, 0.0, 0.0], [0.0, -0.1, 0.0], [0.0, 0.0, 0.0], [-0.1, 0.1, -0.1], [0.0, 0.0, 0.0], [0.0, 0.0, 0.0], [0.0, 0.0, 0.0], [0.0, 0.0, 0.1], [0.0, 0.0, 0.0], [0.0, 0.0, 0.0], [0.0, 0.0, 0.0], [0.1, 0.0, 0.0], [-0.1, 0.0, -0.1], [-0.1, 0.0, 0.0], [0.1, 0.0, 0.0], [0.2, -0.1, 0.3], [-1.0, 0.1, 1.1], [-0.1, -0.1, -0.3], [-0.1, 0.0, 0.0], [0.1, 0.0, 0.0], [0.0, 0.0, 0.0], [0.0, -0.1, 0.0], [0.0, 0.0, 0.0], [0.0, 0.0, 0.0], [0.0, 0.0, 0.0], [0.0, 0.0, 0.0], [0.0, 0.1, 0.0], [0.0, 0.0, 0.0], [0.0, 0.0, 0.0], [0.0, 0.0, 0.0], [0.0, -0.1, 0.0], [0.0, 0.0, 0.0], [0.0, -0.1, -0.2], [0.1, 0.2, 0.3], [-0.2, -0.1, -0.1], [0.0, -0.5, -0.2], [-0.7, -0.1, 0.8], [-0.4, 0.1, -0.5], [0.4, 0.1, 0.1], [-0.2, -0.1, 0.0], [-0.1, -0.2, -0.2], [0.0, 0.0, 0.0], [0.1, 0.1, 0.1], [0.0, 0.0, 0.0], [0.0, 0.0, 0.0], [0.0, 0.0, 0.0], [0.1, 0.0, 0.0], [0.1, 0.0, 0.0], [0.1, 0.0, 0.0], [0.0, 0.0, 0.0], [0.0, 0.0, 0.1], [0.0, 0.0, 0.0], [0.0, 0.0, 0.0]], "total_charge": 1, "de_lowest_kj_mol": 123.0}

{"formula": "C32H40B2Br2F3N4O6", "method": "the ωB97M-V functional and the def2-TZVPD basis", "elements": ["C", "C", "O", "B", "O", "C", "C", "O", "N", "O", "C", "C", "Br", "C", "C", "Br", "N", "N", "C", "C", "C", "N", "C", "B", "O", "O", "C", "C", "H", "H", "H", "H", "H", "H", "H", "H", "H", "H", "H", "H", "H", "H", "H", "H", "H", "H", "H", "H", "H", "H", "H", "H", "H", "F", "C", "C", "C", "C", "C", "C", "H", "H", "H", "H", "H", "F", "C", "C", "C", "C", "C", "C", "H", "H", "H", "H", "H", "F", "C", "C", "C", "C", "C", "C", "H", "H", "H", "H", "H"], "coordinates": [[-0.558, -0.034, 0.329], [-1.255, -1.115, 1.156], [-0.701, -2.435, 0.978], [-1.131, -3.187, -0.078], [-2.005, -4.211, 0.078], [-0.528, -2.885, -1.532], [0.834, -2.943, -1.684], [1.639, -3.269, -0.665], [1.591, -4.718, -0.145], [1.123, -5.446, -0.878], [1.426, -2.635, -2.927], [2.901, -2.671, -3.213], [3.404, -4.518, -3.472], [3.786, -1.885, -2.194], [4.762, -1.025, -2.987], [4.837, -3.050, -1.054], [0.681, -2.280, -3.949], [-0.623, -2.223, -3.794], [-1.314, -1.801, -5.027], [-1.737, -0.314, -5.071], [-1.056, 0.614, -4.071], [0.351, 0.821, -4.448], [-1.274, -2.507, -2.655], [-2.876, -2.388, -2.564], [-3.469, -1.148, -2.640], [-3.504, -3.543, -2.333], [-4.908, -3.595, -2.014], [-5.226, -3.011, -0.640], [0.058, -0.448, -0.469], [-1.293, 0.646, -0.109], [0.084, 0.575, 0.963], [-1.132, -0.889, 2.215], [-2.336, -1.124, 0.976], [-2.020, -4.515, 0.996], [3.050, -2.206, -4.185], [3.146, -1.301, -1.535], [5.451, -0.528, -2.306], [5.358, -1.667, -3.639], [4.220, -0.291, -3.588], [-2.146, -2.482, -5.214], [-0.587, -1.971, -5.816], [-2.820, -0.221, -4.994], [-1.471, 0.038, -6.071], [-1.620, 1.554, -4.071], [-1.106, 0.246, -3.045], [0.849, 1.210, -3.653], [0.402, 1.553, -5.149], [-4.104, -1.061, -3.360], [-5.494, -3.113, -2.801], [-5.167, -4.652, -2.051], [-5.726, -2.045, -0.735], [-4.313, -2.835, -0.070], [-5.891, -3.666, -0.081], [0.194, 1.347, 3.146], [-0.036, 1.197, 4.477], [-0.336, 2.314, 5.227], [-0.572, 2.151, 6.586], [-0.498, 0.889, 7.161], [-0.191, -0.216, 6.380], [0.043, -0.069, 5.019], [-0.380, 3.286, 4.756], [-0.812, 3.011, 7.191], [-0.679, 0.768, 8.220], [-0.127, -1.198, 6.828], [0.285, -0.915, 4.389], [4.485, 3.145, -3.807], [5.466, 2.710, -4.631], [5.122, 2.255, -5.888], [6.131, 1.807, -6.729], [7.452, 1.813, -6.305], [7.768, 2.273, -5.034], [6.771, 2.731, -4.184], [4.085, 2.257, -6.196], [5.881, 1.454, -7.721], [8.234, 1.462, -6.964], [8.796, 2.278, -4.699], [6.995, 3.100, -3.192], [-1.285, 4.823, 8.136], [-2.513, 4.777, 8.708], [-2.644, 5.169, 10.024], [-3.904, 5.119, 10.601], [-4.997, 4.678, 9.867], [-4.831, 4.287, 8.546], [-3.578, 4.337, 7.951], [-1.776, 5.504, 10.576], [-4.031, 5.427, 11.630], [-5.976, 4.640, 10.324], [-5.680, 3.941, 7.972], [-3.425, 4.044, 6.921]], "forces_ev_per_a": [[-0.1, 0.2, 0.1], [0.2, 0.3, 0.3], [-0.3, -0.1, -0.1], [0.0, 0.3, 0.2], [0.6, -0.4, -0.1], [-0.7, -0.1, -0.1], [0.7, -0.1, -0.1], [0.0, 0.5, 0.0], [0.2, -0.7, 0.0], [-0.1, 0.1, 0.1], [-0.1, 0.1, -0.4], [0.0, 0.3, 0.4], [-0.2, -0.3, -0.4], [0.2, -0.4, -0.6], [0.0, 0.0, 0.3], [0.1, 0.3, 0.5], [0.3, -0.1, 0.1], [-0.3, 0.0, 0.2], [0.0, 0.2, -0.5], [0.0, -0.1, 0.0], [0.0, 0.4, -0.2], [-0.1, 0.2, 0.3], [0.0, 0.1, 0.0], [-0.2, 0.0, -0.1], [0.4, -0.1, -0.4], [0.1, 0.2, -0.1], [-0.3, -0.4, 0.0], [-0.1, 0.5, -0.2], [-0.1, -0.1, 0.0], [0.0, -0.1, -0.1], [0.1, -0.1, -0.1], [0.0, -0.1, 0.0], [0.1, -0.2, -0.2], [-0.4, 0.2, 0.1], [-0.2, -0.1, 0.0], [0.1, 0.0, 0.0], [-0.1, 0.2, -0.1], [-0.1, 0.1, -0.1], [0.1, 0.0, 0.0], [-0.1, 0.1, 0.2], [0.0, -0.1, 0.1], [0.0, 0.0, 0.1], [-0.1, 0.0, 0.0], [0.0, -0.1, 0.1], [0.0, -0.2, -0.1], [0.1, -0.1, 0.0], [0.0, -0.2, -0.1], [-0.3, 0.1, 0.4], [0.2, 0.1, 0.0], [0.1, 0.0, 0.0], [0.0, 0.0, 0.0], [-0.1, -0.3, 0.0], [0.1, 0.0, 0.0], [0.0, 0.0, 0.0], [0.0, 0.0, 0.0], [0.0, 0.1, 0.0], [0.0, -0.1, 0.0], [0.0, 0.0, 0.0], [0.0, 0.0, 0.0], [0.0, 0.0, 0.0], [0.0, 0.0, 0.0], [0.1, 0.0, 0.0], [0.0, 0.0, 0.0], [0.0, 0.0, 0.0], [0.0, 0.0, 0.0], [0.0, 0.0, 0.0], [0.0, 0.0, 0.0], [-0.1, 0.0, 0.0], [0.0, 0.0, 0.0], [0.0, 0.0, 0.0], [0.0, 0.0, 0.0], [0.0, 0.0, 0.1], [0.0, 0.0, 0.0], [0.0, 0.0, 0.0], [0.0, 0.0, 0.0], [0.0, 0.0, 0.0], [0.0, 0.0, 0.0], [-0.1, 0.1, 0.1], [0.0, 0.0, 0.0], [0.0, 0.0, 0.0], [0.0, 0.0, 0.0], [0.0, 0.0, 0.0], [0.0, 0.0, 0.0], [0.0, 0.0, 0.0], [0.0, 0.0, 0.0], [0.0, 0.0, 0.0], [0.0, 0.0, 0.0], [0.0, 0.0, 0.0], [0.0, 0.0, 0.0]], "energy_ha": -7411.00075, "total_charge": 1}

In the order shown, the computed M values come out to 882.1, 815.1 u.